No. 1
C2H2FN3 | the ωB97M-V functional and the def2-TZVPD basis

The geometry in XYZ format:
```
8
Properties=species:S:1:pos:R:3:forces:R:3:lowdin_charge:R:1
C 0.101 -2.057 1.120 -1.216 -1.704 1.647 -0.277
C 0.713 -1.507 0.071 1.789 2.436 -2.812 -0.171
N -0.379 -2.629 2.005 -0.188 0.013 0.252 0.181
N -0.293 1.307 0.417 -0.166 -2.648 0.185 0.013
N -0.912 0.380 0.013 0.614 2.732 0.339 0.059
F 1.836 -0.793 0.400 -0.852 -0.584 -0.654 -0.004
H 0.316 -1.313 -0.970 0.728 -0.676 1.600 0.123
H -0.329 2.287 0.127 -0.708 0.431 -0.558 0.077
```
Forces are in eV/Å.

LUMO energy (alpha / beta): -1.0509 / -0.0182 eV
highest occupied orbital energy (alpha / beta): -8.77 / -9.11 eV
relative energy (zero: lowest compared OMol25 entry of this formula, charge and spin): 381.1 kJ/mol
E_tot: -9289.467 eV

No. 2
C2H2FN3 | the ωB97M-V functional and the def2-TZVPD basis

The geometry in XYZ format:
```
8
Properties=species:S:1:pos:R:3:forces:R:3:lowdin_charge:R:1
F -2.166 0.491 1.338 -1.453 1.929 4.269 0.024
N -1.909 -0.238 0.322 2.547 -2.989 -6.889 -0.114
C -0.915 -1.404 0.274 -2.064 3.932 0.876 -0.043
N -0.093 -1.085 -0.663 0.747 -4.537 2.098 -0.033
N -0.328 0.055 -1.214 -1.771 4.348 -3.835 -0.035
C -1.462 0.588 -0.864 0.745 -3.020 4.142 -0.037
H -1.076 -2.267 0.929 0.491 0.454 -0.562 0.118
H -2.070 1.449 -1.136 0.758 -0.116 -0.098 0.119
```
Forces are in eV/Å.

structure (SMILES): Fn1cnnc1
LUMO energy: -0.1019 eV
highest occupied orbital energy: -9.75 eV
relative energy (zero: lowest compared OMol25 entry of this formula, charge and spin): 419.1 kJ/mol
E_tot: -9289.073 eV

No. 3
C2H2FN3 | the ωB97M-V functional and the def2-TZVPD basis

The geometry in XYZ format:
```
8
Properties=species:S:1:pos:R:3:forces:R:3:lowdin_charge:R:1
C 1.727 0.307 0.117 -0.686 -1.289 0.549 -0.216
C 0.697 -0.648 0.460 0.774 2.192 0.706 -0.226
N 2.618 1.007 -0.110 -0.202 0.109 -0.056 0.144
N -1.720 0.312 -0.763 -0.058 0.550 1.386 -0.017
N -1.177 0.769 0.193 -1.454 -0.739 -1.835 0.045
F 0.402 -1.550 -0.431 -0.279 -0.743 -0.532 0.051
H 0.236 -0.701 1.453 0.484 -0.226 -0.623 0.109
H -2.784 0.504 -0.919 1.421 0.145 0.405 0.110
```
Forces are in eV/Å.

LUMO energy (alpha / beta): -0.5355 / -0.2683 eV
highest occupied orbital energy (alpha / beta): -9.02 / -8.73 eV
relative energy (zero: lowest compared OMol25 entry of this formula, charge and spin): 353.6 kJ/mol
E_tot: -9289.752 eV

No. 4
C2H2FN3O | the ωB97M-V functional and the def2-TZVPD basis

The geometry in XYZ format:
```
9
Properties=species:S:1:pos:R:3:forces:R:3:lowdin_charge:R:1
C -1.149 -0.280 -1.954 0.145 0.195 -0.197 0.124
C 1.398 0.387 1.381 -0.791 -2.036 -0.843 -0.381
N -0.900 0.018 -0.841 -1.369 -0.833 -5.465 -0.224
N -0.772 0.161 0.329 -0.625 2.206 4.691 0.045
N 1.474 -0.826 1.255 1.183 -2.296 0.134 0.084
O 1.581 1.405 1.866 0.122 2.384 0.517 0.189
F 0.943 -1.694 0.316 0.176 1.417 0.482 -0.047
H -1.087 -0.035 -3.015 0.259 -0.113 0.886 0.070
H -1.488 0.863 0.663 0.901 -0.923 -0.204 0.138
```
Forces are in eV/Å.

LUMO energy: 0.4791 eV
highest occupied orbital energy: -9.30 eV
relative energy (zero: lowest compared OMol25 entry of this formula, charge and spin): 540.2 kJ/mol
E_tot: -11334.939 eV

No. 5
C2H2FN3O | the ωB97M-V functional and the def2-TZVPD basis

The geometry in XYZ format:
```
9
Properties=species:S:1:pos:R:3:forces:R:3:lowdin_charge:R:1
H -2.421 0.248 -0.733 0.031 -0.085 -0.168 0.058
N -1.596 -0.071 -1.235 0.202 0.086 0.491 0.139
C -0.589 -0.050 -0.478 -0.031 -0.043 -0.237 -0.457
N 0.710 -0.379 -0.745 -0.237 -0.319 -1.029 0.052
N 1.557 -0.185 0.319 -0.369 0.412 0.830 0.156
C 0.750 0.246 1.206 0.747 -0.440 -0.245 -0.460
F 1.067 0.562 2.424 -0.115 0.084 0.069 0.185
O -0.543 0.342 0.874 -0.045 0.127 -0.099 0.165
H 1.064 -0.713 -1.632 -0.183 0.177 0.388 0.162
```
Forces are in eV/Å.

structure (SMILES): [H]/N=c1/[nH]nc(F)o1
LUMO energy: 0.7693 eV
highest occupied orbital energy: -9.01 eV
relative energy (zero: lowest compared OMol25 entry of this formula, charge and spin): 0.0 kJ/mol
E_tot: -11340.538 eV

No. 6
C2H2FNO | the ωB97M-V functional and the def2-TZVPD basis

The geometry in XYZ format:
```
7
Properties=species:S:1:pos:R:3:forces:R:3:lowdin_charge:R:1
C -0.603 0.786 0.300 1.125 -5.384 1.185 -0.234
C 0.865 -0.126 -0.043 -1.001 3.383 2.412 -0.101
N -0.498 1.893 -0.126 -0.746 1.584 -0.221 0.153
O 1.838 0.177 0.570 -1.631 -0.275 1.049 0.044
F 3.482 0.393 -0.208 1.586 0.027 -0.893 -0.106
H -1.264 -0.056 0.883 0.774 2.664 -1.236 0.155
H 0.817 -0.776 -0.832 -0.106 -1.998 -2.296 0.090
```
Forces are in eV/Å.

multiplicity: 3
LUMO energy (alpha / beta): -0.0574 / -2.7282 eV
⟨S²⟩: 2.02
highest occupied orbital energy (alpha / beta): -9.13 / -11.72 eV
relative energy (zero: lowest compared OMol25 entry of this formula, charge and spin): 160.8 kJ/mol
E_tot: -8354.299 eV

No. 7
C2H2FNO2 | the ωB97M-V functional and the def2-TZVPD basis

The geometry in XYZ format:
```
8
Properties=species:S:1:pos:R:3:forces:R:3:lowdin_charge:R:1
C 0.285 -1.232 1.305 -0.850 0.982 -0.936 -0.228
C -0.253 -0.512 0.228 0.616 -1.244 2.223 -0.261
N 0.639 -1.737 2.278 0.528 -0.569 0.690 0.145
O -0.096 0.752 0.005 1.758 4.434 1.180 0.039
O 1.384 -1.509 -1.505 1.512 0.794 -0.822 0.102
F 2.418 -0.712 -1.949 -1.133 -0.926 0.462 -0.060
H -0.870 -0.875 -0.500 -1.372 -1.728 -1.385 0.086
H 0.398 1.312 0.702 -1.059 -1.743 -1.412 0.179
```
Forces are in eV/Å.

multiplicity: 3
LUMO energy (alpha / beta): 0.3715 / -2.8342 eV
⟨S²⟩: 2.02
highest occupied orbital energy (alpha / beta): -7.99 / -12.04 eV
relative energy (zero: lowest compared OMol25 entry of this formula, charge and spin): 204.9 kJ/mol
E_tot: -10401.009 eV

No. 8
C2H2FO2S | the ωB97M-V functional and the def2-TZVPD basis

The geometry in XYZ format:
```
8
Properties=species:S:1:pos:R:3:forces:R:3:lowdin_charge:R:1
C -0.465 2.441 -0.301 -1.351 -0.840 0.155 -0.168
C -1.464 1.916 0.410 -0.919 -0.023 0.397 -0.266
O 4.896 -0.314 -1.055 -2.281 0.485 1.142 -0.589
O 4.086 0.448 1.182 -0.954 -0.644 -2.099 -0.569
F -2.258 0.820 0.004 1.258 0.481 -0.234 -0.169
S 3.698 0.012 -0.199 3.175 0.188 0.968 0.765
H -0.213 3.402 0.065 0.854 0.652 0.295 -0.014
H -0.095 2.105 -1.249 0.218 -0.297 -0.625 0.010
```
Forces are in eV/Å.

charge: -1
LUMO energy (alpha / beta): 2.7658 / 0.8739 eV
highest occupied orbital energy (alpha / beta): -4.25 / -1.61 eV
relative energy (zero: lowest compared OMol25 entry of this formula, charge and spin): 396.8 kJ/mol
E_tot: -19751.205 eV

No. 9
C2H2FO3S | the ωB97M-V functional and the def2-TZVPD basis

The geometry in XYZ format:
```
9
Properties=species:S:1:pos:R:3:forces:R:3:lowdin_charge:R:1
C 0.446 0.132 -0.680 -1.750 -0.995 -2.421 -0.014
C -2.007 0.753 -0.249 3.688 0.171 -0.874 -0.360
O -5.206 -0.295 1.410 0.771 0.544 -2.314 -0.501
O -2.650 0.090 0.498 -1.276 -1.101 1.157 -0.135
O -4.785 -0.900 -0.952 0.104 -0.917 -0.701 -0.450
F -2.738 1.635 -1.006 -0.059 0.377 -0.387 -0.083
S -4.747 0.116 0.049 -1.848 0.254 3.238 0.803
H 0.027 -0.927 -0.999 0.342 1.685 0.245 -0.086
H 0.759 -0.139 0.294 0.028 -0.019 2.055 -0.173
```
Forces are in eV/Å.

charge: -1
LUMO energy (alpha / beta): 3.6081 / 3.6080 eV
highest occupied orbital energy (alpha / beta): -4.27 / -4.27 eV
relative energy (zero: lowest compared OMol25 entry of this formula, charge and spin): 487.1 kJ/mol
E_tot: -21797.826 eV

No. 10
C2H2FOP | the ωB97M-V functional and the def2-TZVPD basis

The geometry in XYZ format:
```
7
Properties=species:S:1:pos:R:3:forces:R:3:lowdin_charge:R:1
O -1.924 -0.054 0.646 6.659 -1.536 -1.491 -0.044
C -0.668 -0.332 0.353 -7.172 0.988 1.669 -0.577
C 0.221 -0.163 -0.755 0.504 -2.747 0.062 -0.215
P 0.989 -0.279 1.069 -0.345 0.747 -1.357 0.992
F 0.871 1.291 1.352 0.415 0.366 0.845 -0.341
H 0.571 -1.118 -1.287 -0.565 1.450 0.743 0.104
H -0.061 0.655 -1.378 0.504 0.733 -0.472 0.079
```
Forces are in eV/Å.

structure (SMILES): O=C1CP1F
LUMO energy: -0.6264 eV
highest occupied orbital energy: -9.41 eV
relative energy (zero: lowest compared OMol25 entry of this formula, charge and spin): 106.0 kJ/mol
E_tot: -16158.082 eV